1.
{"formula": "C4H6Se", "method": "ωB97M-V with the def2-TZVPD basis set", "symbols": ["H", "H", "H", "Se", "C", "H", "C", "C", "C", "H", "H"], "coordinates": [[1.40053, 2.41983, 0.78171], [1.17054, -2.22838, 0.38700], [-0.14678, -1.17724, -2.19324], [2.13134, 0.00447, -0.08934], [-0.15247, -0.44254, 1.05990], [-0.00982, -1.71396, -1.62118], [1.07223, 1.44539, 0.61561], [-0.07570, 0.95853, 1.17404], [0.86473, -1.12077, 0.44497], [-1.01854, -0.97709, 1.45650], [-0.83837, 1.53614, 1.67184]], "forces_ev_per_angstrom": [[0.7595, 1.4227, -0.4035], [-1.2943, 1.8685, 0.0857], [0.2212, -1.2280, 1.0303], [0.9617, 2.7148, -0.0667], [-1.2221, -2.1251, 0.3377], [-0.4372, 1.1680, -1.4780], [-0.3167, -1.9160, 0.2218], [1.2039, -0.2207, -0.8627], [-0.2335, -1.9051, 1.1882], [0.2722, 0.0516, -0.0508], [0.0851, 0.1693, -0.0019]], "nbo_charge": [0.22, 0.26, 0.00, 0.51, -0.27, -0.01, -0.41, -0.27, -0.50, 0.22, 0.23], "e_homo_ev": -8.727, "orbital_gap_ha": 0.351, "lumo_energy_ev": 0.8, "multiplicity": 1, "relative_energy_ev": 0.899}

***

2.
{"formula": "C4H6Si", "method": "ωB97M-V with the def2-TZVPD basis set", "symbols": ["H", "H", "C", "H", "C", "H", "Si", "H", "C", "C", "H"], "coordinates": [[0.91989, 2.67158, -2.22382], [2.19926, 0.76794, -1.26836], [-0.17525, -0.72234, 0.39281], [-0.63048, 2.23948, -1.59318], [0.50458, 0.13467, -0.18477], [-1.30793, -1.17085, 2.95770], [-0.83278, -1.78329, 1.73124], [-2.04765, -2.15320, 0.97053], [1.11275, 0.99218, -1.00010], [0.46623, 2.04648, -1.48241], [-0.20864, -3.02266, 1.70037]], "forces_ev_per_angstrom": [[0.8617, 0.3761, -0.0624], [-1.4742, 0.6865, 0.4210], [2.2068, 2.0048, 0.2527], [0.8800, -0.6210, 1.3542], [-3.5035, -4.9251, 3.1886], [0.4260, 0.2431, 0.4827], [-2.0865, 0.9297, -2.2595], [-0.5191, -0.1565, 0.4205], [2.9556, 2.3122, -2.2650], [-1.1362, 0.6414, -2.1745], [1.3895, -1.4911, 0.6418]], "nbo_charge": [0.19, 0.24, -0.42, 0.21, 0.00, -0.13, 0.85, -0.17, -0.30, -0.31, -0.15], "e_homo_ev": -9.031, "orbital_gap_ha": 0.342, "smiles": "C=CC#C[SiH3]", "lumo_energy_ev": 0.3, "multiplicity": 1, "relative_energy_ev": 1.815}

***

3.
{"formula": "C4H7BF2N2O4S2V", "method": "ωB97M-V with the def2-TZVPD basis set", "symbols": ["C", "H", "O", "C", "B", "H", "H", "O", "C", "F", "H", "S", "H", "V", "C", "H", "H", "O", "S", "N", "N", "O", "F"], "coordinates": [[0.57971, -1.40736, -0.29523], [2.68616, -0.22152, 1.91403], [-0.36210, 1.78278, 1.88371], [0.06030, -0.80907, -1.73620], [1.82305, -0.40352, 0.04485], [3.75008, -0.11138, 0.65734], [-2.02205, -0.65631, -1.89695], [-2.45046, 2.51946, 0.87582], [-0.83124, -1.18981, 0.50537], [-2.93903, -0.01486, 0.13993], [1.73321, 1.54662, 0.04164], [-1.14519, 1.81486, 0.60742], [0.85384, -2.51367, -0.49895], [0.09531, 3.47605, -2.28698], [-1.54007, 0.13818, -0.11280], [-1.85368, -2.41604, 2.53021], [-1.47102, -2.02310, 0.01357], [1.85662, 0.87658, -0.67298], [-0.83457, -1.45588, 2.33953], [2.94035, -0.67342, 1.00520], [-1.23377, -0.04410, -1.57347], [0.67475, -0.96069, -2.80289], [-0.37022, 2.74620, -0.68216]], "forces_ev_per_angstrom": [[-0.7494, 0.8020, -1.0723], [0.5110, -1.0525, -0.2067], [-0.1595, -0.8906, -4.7739], [2.1291, -0.8314, -3.1858], [1.1675, 0.3004, 0.0155], [-0.3336, -0.6323, 0.5115], [0.4677, 0.8159, -0.4159], [4.3936, -2.3362, -2.6904], [-0.1094, -2.1215, 0.3218], [3.4095, 0.7701, -0.8020], [0.9914, -0.4101, -0.5580], [-5.7457, 2.4444, 9.0526], [-0.4615, 1.7075, 0.8148], [0.4861, 0.4661, -1.7251], [-1.7371, -3.4142, -2.1388], [0.7676, 0.8058, -0.6085], [0.5178, 1.4912, 1.1781], [-1.2881, -0.8449, 1.5703], [-0.1402, -0.0491, -1.4367], [-1.4969, 2.1393, -0.9881], [-0.1073, -0.1800, 2.0138], [-3.0655, 0.8254, 4.8876], [0.5528, 0.1948, 0.2362]], "nbo_charge": [-0.63, 0.43, -0.70, 0.70, 1.11, 0.43, 0.47, -0.66, -0.43, -0.26, 0.51, 2.03, 0.36, 1.65, 0.31, 0.25, 0.32, -0.92, 0.51, -0.94, -0.63, -0.32, -0.59], "total_charge": 3, "e_homo_ev": -20.271, "orbital_gap_ha": 0.111, "lumo_energy_ev": -17.3, "multiplicity": 1, "relative_energy_ev": 2.857}

***

4.
{"formula": "C4H7BN2O", "method": "ωB97M-V with the def2-TZVPD basis set", "symbols": ["H", "C", "H", "H", "H", "N", "B", "C", "N", "H", "H", "C", "C", "H", "O"], "coordinates": [[0.84819, 1.36914, -3.34809], [1.07027, 0.49277, -1.42034], [-0.63689, -0.30571, 2.99115], [1.59074, -0.99437, 2.35504], [-1.80696, -0.45568, 1.88113], [-0.88395, 1.01719, -2.36379], [0.42698, -0.39687, 0.92537], [-1.08115, 0.51067, -1.13568], [0.42757, 0.90337, -2.58861], [-2.12630, 0.58409, -0.84052], [-0.88589, -1.74337, 2.14671], [0.08745, 0.17359, -0.44976], [-0.80652, -0.61882, 2.01699], [2.12881, 0.12132, -1.59022], [1.64766, -0.65733, 1.42062]], "forces_ev_per_angstrom": [[0.3367, 0.3275, -0.9163], [0.6480, -1.3990, -2.0093], [0.8887, 0.9269, 1.9388], [0.1195, 0.5604, -1.4884], [-2.5198, 1.2275, -1.2391], [-0.3557, -0.6433, 0.4488], [-3.2421, 0.4435, 2.0098], [-1.4914, 1.4986, -1.2007], [0.1877, -0.6072, 3.6809], [0.3891, -0.4206, 0.4171], [0.4998, 0.6561, -0.1086], [2.5614, 0.2583, -1.8713], [2.3331, -3.0911, -1.5657], [-1.3041, 0.9199, 0.9029], [0.9490, -0.6575, 1.0011]], "nbo_charge": [0.41, 0.01, 0.22, 0.50, 0.23, -0.26, 0.96, -0.02, -0.34, 0.21, 0.22, -0.52, -0.97, 0.22, -0.86], "e_homo_ev": -9.390, "orbital_gap_ha": 0.366, "smiles": "CB(O)c1cn[nH]c1", "lumo_energy_ev": 0.6, "multiplicity": 1, "relative_energy_ev": 0.137}

***

5.
{"formula": "C4H7Br2OP", "method": "ωB97M-V with the def2-TZVPD basis set", "symbols": ["H", "H", "H", "C", "H", "O", "H", "H", "C", "Br", "H", "P", "Br", "C", "C"], "coordinates": [[0.84335, -0.04273, 1.58712], [-0.23841, -1.98842, -0.40802], [1.53600, 0.03010, -1.35804], [-0.18074, 1.19675, -0.78503], [2.08145, 1.15177, -0.32198], [-1.80351, 0.99530, 1.51714], [-0.30892, 2.17618, -0.56524], [1.91828, -1.20198, 0.51815], [1.19795, 0.54558, -0.50509], [-1.06274, -2.27844, 1.99354], [-0.46809, 0.95660, -1.81853], [-1.37257, 0.31931, 0.29090], [-2.87419, -0.16731, -1.19632], [-0.27694, -1.16744, 0.41006], [1.00909, -0.52530, 0.64134]], "forces_ev_per_angstrom": [[1.1697, 0.4362, 0.8701], [-0.7610, 1.6853, 1.0606], [-0.0642, -0.9750, -1.2834], [0.6595, -3.0141, -0.5934], [-0.3866, 0.8316, 0.4974], [-0.2215, -0.2029, 0.3779], [0.0477, 3.3287, 0.4058], [-1.2575, 0.6542, 0.9915], [-0.2693, 0.0860, 1.4479], [-1.5863, -2.3749, 3.5303], [-0.0105, 0.4552, 0.4050], [1.6436, -0.8908, -1.7185], [-1.0011, -0.3078, -0.0735], [0.0639, -0.0696, -4.4073], [1.9735, 0.3581, -1.5103]], "nbo_charge": [0.21, 0.25, 0.20, -0.78, 0.22, -1.05, 0.24, 0.23, -0.39, 0.30, 0.25, 1.79, -0.22, -0.78, -0.48], "e_homo_ev": [-5.875, -10.285], "orbital_gap_ha": [0.239, 0.229], "lumo_energy_ev": [0.6, -4.1], "multiplicity": 3, "relative_energy_ev": 1.019}

***

6.
{"formula": "C4H7BrCl2", "method": "ωB97M-V with the def2-TZVPD basis set", "symbols": ["H", "H", "Cl", "H", "H", "C", "C", "C", "H", "H", "C", "H", "Br", "Cl"], "coordinates": [[1.93358, -0.02295, 2.34346], [-2.17920, -0.67947, -0.74370], [1.59876, -1.88771, -0.12935], [-1.93786, 0.65795, -1.75557], [-1.04021, -0.90411, -2.24949], [0.64705, -0.63223, 0.71569], [-0.33229, 0.53905, -0.84066], [1.22225, 0.40011, 1.56420], [-0.64847, 1.37611, -0.34417], [1.60914, 1.19304, 0.96335], [-1.44335, -0.18829, -1.42980], [0.42057, 0.79105, 2.22641], [-0.81830, -1.58222, 1.58195], [0.96832, 0.93966, -1.90232]], "forces_ev_per_angstrom": [[-0.2732, 0.5593, -1.2080], [1.1128, 0.2117, -0.2546], [0.0896, 1.1357, 0.4800], [-1.8473, 1.2626, -2.0041], [-1.1748, 1.2444, 1.2888], [-3.0716, 0.0604, -3.3320], [3.0077, -3.8370, 2.5306], [0.5461, -0.4876, 2.7539], [-0.3732, 2.0353, 1.6691], [0.7538, 0.4980, -0.1803], [0.6144, -2.9781, -0.7615], [0.2656, -0.0022, -0.7383], [0.1440, 0.1814, 0.0797], [0.2061, 0.1160, -0.3232]], "nbo_charge": [0.23, 0.25, 0.00, 0.23, 0.23, -0.10, -0.11, -0.73, 0.18, 0.24, -0.68, 0.25, 0.02, 0.00], "e_homo_ev": -8.863, "orbital_gap_ha": 0.350, "lumo_energy_ev": 0.7, "multiplicity": 1, "relative_energy_ev": 1.589}

***

7.
{"formula": "C4H7BrN3O2", "method": "ωB97M-V with the def2-TZVPD basis set", "symbols": ["O", "O", "H", "C", "H", "N", "H", "C", "N", "H", "N", "Br", "H", "H", "H", "C", "C"], "coordinates": [[1.08732, 2.82872, -0.93479], [-1.81110, 2.23119, 0.64263], [-1.47873, 2.77297, -0.01541], [-0.97828, -0.91665, -0.17282], [5.17708, -1.28585, -0.48726], [1.82408, 0.69888, -0.59561], [-2.82910, -1.96001, 0.53322], [1.56717, 1.83618, -0.82958], [-2.62996, 0.10678, 0.74654], [-0.32675, -1.56420, -0.66816], [-0.61694, 0.40967, -0.21060], [4.89414, -0.16739, 0.25878], [-3.35086, 0.40680, 1.32951], [2.59265, 0.16999, -0.18004], [0.32893, 0.49992, -0.34915], [-2.18326, -1.15317, 0.42187], [-1.69212, 0.96037, 0.41280]], "forces_ev_per_angstrom": [[-2.6200, 5.9545, -1.2102], [-1.7424, -0.6960, 2.8014], [1.3786, 1.8119, -2.1948], [-0.7952, -1.8097, -0.1524], [0.2789, -1.1215, -0.7589], [1.5355, -2.3229, -0.0323], [-0.4568, -1.4422, 0.1339], [2.7293, -3.4222, 1.1238], [1.8258, 0.2288, -0.5665], [0.6521, -1.2791, -0.3936], [-8.3159, -2.3868, 2.3969], [-0.0735, 1.0393, 0.8482], [-1.6904, 0.2544, 0.8788], [0.0895, 0.5446, -0.3931], [3.3327, 1.3681, -0.3362], [1.7130, 1.2000, -0.9947], [2.1589, 2.0785, -1.1502]], "nbo_charge": [-0.45, -0.62, 0.52, -0.03, 0.21, -0.84, 0.26, 0.89, -0.48, 0.24, -0.53, -0.17, 0.45, 0.46, 0.43, -0.07, 0.73], "total_charge": 1, "e_homo_ev": -13.657, "orbital_gap_ha": 0.397, "lumo_energy_ev": -2.8, "multiplicity": 1, "relative_energy_ev": 0.000}

***

8.
{"formula": "C4H7BrNO", "method": "ωB97M-V with the def2-TZVPD basis set", "symbols": ["C", "C", "H", "H", "H", "Br", "H", "O", "N", "H", "H", "C", "H", "C"], "coordinates": [[1.53741, -0.60544, -1.07397], [-0.86559, 0.82718, -0.72004], [1.35255, 0.18278, 1.06525], [-2.55920, 1.34476, -1.53774], [-1.07475, -0.96031, 0.12950], [0.46375, 0.20914, -3.73246], [-0.58945, 1.86261, -0.41314], [-2.12983, 0.59615, -1.17937], [-0.48280, -0.13781, 0.38285], [0.99264, -1.48154, 0.86094], [2.54411, -0.93486, -0.96386], [0.94919, -0.05402, -2.08803], [-0.56635, 0.15394, 1.38594], [0.99837, -0.58003, 0.36017]], "forces_ev_per_angstrom": [[0.4583, 0.5044, 1.7348], [2.2644, -0.0860, -0.5625], [1.2453, -0.2205, -0.6205], [-0.5587, 1.5337, -0.5205], [0.2813, 0.5436, 0.8468], [0.1931, 0.1799, -1.8736], [-0.3234, -0.7304, -0.4952], [1.6427, -1.8165, 1.1698], [-0.5231, -0.9322, -1.0764], [0.3799, -2.1884, 0.7809], [0.8629, -0.7101, -0.8946], [-3.2238, 0.8859, 3.6230], [-0.9099, -0.1436, -1.0727], [-1.7889, 3.1801, -1.0392]], "nbo_charge": [-0.33, 0.22, 0.22, 0.52, 0.45, 0.35, 0.19, -0.68, -0.56, 0.23, 0.26, -0.11, 0.44, -0.19], "total_charge": 1, "e_homo_ev": [-12.390, -12.394], "orbital_gap_ha": [0.307, 0.308], "lumo_energy_ev": [-4.0, -4.0], "multiplicity": 1, "relative_energy_ev": 4.160}

***

9.
{"formula": "C4H7BrNO2", "method": "ωB97M-V with the def2-TZVPD basis set", "symbols": ["H", "C", "H", "N", "O", "H", "C", "H", "C", "O", "Br", "H", "H", "C", "H"], "coordinates": [[-1.10151, -0.29081, 0.93209], [-0.22823, -0.64410, -2.10036], [-0.18487, 0.15795, -2.72934], [1.32013, 1.08944, 0.34859], [2.85684, -0.43357, -0.09376], [-0.22180, -0.71440, 2.24583], [0.45837, 1.13862, 1.28620], [-0.21305, -1.63168, -2.39950], [1.75593, -0.01542, -0.40898], [1.15182, -0.61640, -1.47890], [-3.24306, -0.26494, -0.23499], [-0.91879, -0.58605, -1.34270], [0.34951, 2.01732, 1.76837], [-0.54235, 0.16444, 1.79223], [-1.23895, 0.62961, 2.41522]], "forces_ev_per_angstrom": [[0.0730, 0.7739, 0.5099], [3.3233, 0.1146, 3.0090], [-0.6150, 1.5813, -2.1799], [-1.1270, 0.0888, -0.6320], [-0.4794, -0.0392, -0.5448], [1.3410, -1.4065, 1.1727], [0.3040, -3.0644, -1.7225], [-0.2710, -1.6704, -1.6644], [0.2743, -1.0720, 0.5933], [0.4863, 0.6050, 0.7078], [-0.3796, -0.0481, -0.1429], [-1.9424, 0.6534, 1.5295], [0.1131, 3.3581, 1.3012], [0.0109, -0.6719, -2.8208], [-1.1115, 0.7975, 0.8839]], "nbo_charge": [0.30, -0.22, 0.18, -0.49, -0.62, 0.23, 0.21, 0.19, 0.88, -0.56, -0.94, 0.23, 0.15, -0.75, 0.22], "total_charge": -1, "e_homo_ev": -4.240, "orbital_gap_ha": 0.292, "lumo_energy_ev": 3.7, "multiplicity": 1, "relative_energy_ev": 2.465}

***

10.
{"formula": "C4H7BrNPd", "method": "ωB97M-V with the def2-TZVPD basis set", "symbols": ["H", "H", "C", "H", "C", "H", "N", "Pd", "H", "C", "Br", "H", "H", "C"], "coordinates": [[1.00859, -1.05180, -0.32493], [0.45123, -0.04445, -1.64329], [-0.81133, 0.87947, 0.64188], [2.14375, 0.06442, -1.07586], [-1.83390, 0.98796, -0.40634], [0.72539, 2.03467, -0.30807], [-2.62902, 1.03047, -1.26600], [0.67258, -4.72682, 0.15902], [-1.01139, 1.73975, 1.28060], [1.10486, -0.06201, -0.77118], [-0.93533, -3.01841, 1.34798], [-0.84525, -0.04398, 1.21997], [1.31324, 1.16387, 1.00028], [0.64654, 1.04686, 0.14593]], "forces_ev_per_angstrom": [[-0.0347, 0.0376, 0.2100], [0.2066, -0.1612, -0.2631], [0.7551, 0.7928, 0.1060], [-0.0765, 0.0583, -0.1005], [-1.4770, -0.6972, -2.0528], [-0.0355, -0.0810, -0.5171], [1.8591, 0.0404, 2.0655], [-0.8070, 0.8665, 0.5897], [-0.0522, -0.1939, 0.4405], [-0.2074, 0.0665, -0.3091], [0.7993, -0.8870, -0.5841], [-0.5919, 0.0262, -0.1387], [-0.1795, -0.3917, 0.3433], [-0.1584, 0.5240, 0.2104]], "nbo_charge": [0.20, 0.22, -0.52, 0.22, 0.29, 0.21, -0.33, 0.34, 0.25, -0.62, -0.34, 0.25, 0.21, -0.37], "e_homo_ev": [-7.502, -10.706], "orbital_gap_ha": [0.292, 0.233], "lumo_energy_ev": [0.5, -4.4], "multiplicity": 4}